DFT (ωB97M-V/def2-TZVPD) results for a molecular structure, C3H4N2O.

- ΔE to the lowest compared entry with this formula, charge and spin: 109.09 kcal/mol
- HOMO-LUMO gap: 9.41 eV
- 2S+1: 1
- E_HOMO: -8.7 eV

Positions of all 10 atoms, in Å:
O (2.180, -0.184, -0.129)
C (0.852, 0.075, -0.021)
C (-0.174, -0.793, 0.232)
N (-1.332, -0.086, 0.149)
N (-1.058, 1.242, 0.024)
C (0.317, 1.399, -0.125)
H (2.332, -1.132, -0.044)
H (-0.186, -1.849, 0.462)
H (-2.248, -0.382, 0.441)
H (-0.683, 1.710, -0.989)

DFT (ωB97M-V/def2-TZVPD) results for a molecular structure, C3H4N2O.

- ΔE to the lowest compared entry with this formula, charge and spin: 73.01 kcal/mol
- HOMO-LUMO gap: 10.97 eV
- 2S+1: 1
- E_HOMO: -10.1 eV

Positions of all 10 atoms, in Å:
C (-1.338, -0.129, 0.831)
C (-0.160, -0.057, -0.064)
C (1.571, -0.112, -1.054)
H (-2.176, 0.351, 0.475)
H (-1.444, 0.164, 1.921)
H (-1.467, -1.239, 0.865)
H (2.691, -0.358, -1.431)
N (0.635, -0.934, -0.709)
N (1.469, 1.170, -0.627)
O (0.219, 1.146, -0.206)

DFT (ωB97M-V/def2-TZVPD) results for C3H4N2O in the gas phase.

- ΔE to the lowest compared entry with this formula, charge and spin: 102.65 kcal/mol
- HOMO-LUMO gap: 8.42 eV
- 2S+1: 1
- E_HOMO: -9.1 eV

Positions of all 10 atoms, in Å:
O (-2.452, -0.113, 0.431)
C (-2.253, 0.101, -0.824)
C (-0.748, 0.472, -0.993)
N (-0.032, 0.170, -0.001)
C (1.269, -0.023, 0.417)
N (1.899, -1.090, 0.146)
H (-1.584, -0.007, 0.937)
H (-0.419, 0.874, -1.957)
H (1.572, 0.745, 1.139)
H (2.750, -1.130, 0.704)

DFT (ωB97M-V/def2-TZVPD) results for 2 unconnected molecules or ions with the total composition C3H4N2O.

- ΔE to the lowest compared entry with this formula, charge and spin: 87.54 kcal/mol
- Structure (SMILES): CC#[N+][O-].C#N
- HOMO-LUMO gap: 10.59 eV
- 2S+1: 1
- E_HOMO: -9.9 eV

Positions of all 10 atoms, in Å:
C (-1.947, -0.064, -0.348)
C (-0.520, -0.259, -0.609)
N (0.578, -0.457, -0.919)
O (1.744, -0.652, -1.217)
H (-2.534, -0.637, -1.073)
H (-2.206, -0.403, 0.660)
H (-2.212, 0.993, -0.440)
C (2.407, 0.490, 1.311)
N (1.717, 0.882, 2.150)
H (2.973, 0.107, 0.484)

DFT (ωB97M-V/def2-TZVPD) results for C3H4N2O in the gas phase.

- ΔE to the lowest compared entry with this formula, charge and spin: 66.02 kcal/mol
- Structure (SMILES): Nc1cnoc1
- HOMO-LUMO gap: 9.53 eV
- 2S+1: 1
- E_HOMO: -8.7 eV

Positions of all 10 atoms, in Å:
N (-0.639, -0.671, 1.326)
C (-0.051, -0.240, 0.145)
C (-0.140, -0.579, -1.236)
N (0.138, 0.464, -1.979)
O (0.486, 1.482, -1.137)
C (0.463, 1.016, 0.118)
H (-0.462, -1.581, 1.725)
H (-0.580, 0.153, 1.914)
H (-0.310, -1.527, -1.733)
H (1.096, 1.482, 0.858)

DFT (ωB97M-V/def2-TZVPD) results for C3H4N2O in the gas phase.

- ΔE to the lowest compared entry with this formula, charge and spin: 91.25 kcal/mol
- Structure (SMILES): NC1=CN1C=O
- HOMO-LUMO gap: 9.46 eV
- 2S+1: 1
- E_HOMO: -8.6 eV

Positions of all 10 atoms, in Å:
N (1.776, -0.073, -0.082)
C (0.554, 0.481, 0.155)
C (-0.333, 1.394, 0.259)
N (-0.781, 0.004, 0.662)
C (-1.384, -0.812, -0.309)
O (-0.776, -1.319, -1.228)
H (1.688, -1.031, -0.400)
H (2.442, 0.029, 0.673)
H (-0.748, 2.381, 0.364)
H (-2.438, -1.053, -0.094)

DFT (ωB97M-V/def2-TZVPD) results for C3H4N2O2 in the gas phase.

- ΔE to the lowest compared entry with this formula, charge and spin: 73.22 kcal/mol
- Structure (SMILES): OCc1nnco1
- HOMO-LUMO gap: 11.25 eV
- 2S+1: 1
- E_HOMO: -10.5 eV

Positions of all 11 atoms, in Å:
O (-1.537, 0.029, -1.831)
C (-0.153, 0.212, -1.461)
C (0.072, 0.064, 0.045)
N (-0.844, 0.156, 0.874)
N (-0.220, -0.152, 2.134)
C (1.032, -0.289, 1.850)
O (1.327, -0.081, 0.569)
H (-1.990, -0.015, -0.843)
H (0.376, -0.565, -2.009)
H (0.066, 1.246, -1.870)
H (1.871, -0.604, 2.543)

DFT (ωB97M-V/def2-TZVPD) results for 2 unconnected molecules or ions with the total composition C3H4N2O2.

- ΔE to the lowest compared entry with this formula, charge and spin: 86.47 kcal/mol
- Structure (SMILES): NC1=CN1.O=C=O
- HOMO-LUMO gap: 8.77 eV
- 2S+1: 1
- E_HOMO: -8.1 eV

Positions of all 11 atoms, in Å:
N (-2.030, -0.424, -0.364)
C (-1.001, 0.199, 0.259)
C (-0.324, 1.114, 0.854)
N (0.333, -0.244, 0.611)
H (-1.741, -1.246, -0.877)
H (-2.696, 0.159, -0.853)
H (0.019, 2.105, 1.087)
H (0.331, -0.805, 1.471)
O (2.158, 0.779, -1.157)
C (2.307, -0.286, -0.692)
O (2.644, -1.350, -0.339)

DFT (ωB97M-V/def2-TZVPD) results for 2 unconnected molecules or ions with the total composition C3H4N2O2.

- ΔE to the lowest compared entry with this formula, charge and spin: 175.00 kcal/mol
- Structure (SMILES): [H]/N=C/C#C.O=NO
- HOMO-LUMO gap: 10.32 eV
- 2S+1: 1
- E_HOMO: -10.5 eV

Positions of all 11 atoms, in Å:
H (-1.187, -2.412, 0.930)
N (-0.332, -1.919, 0.600)
C (-0.602, -0.707, 0.409)
C (0.398, 0.204, -0.026)
C (1.131, 1.132, -0.183)
H (-1.596, -0.316, 0.477)
H (2.019, 1.852, -0.157)
O (-1.910, -1.139, -2.595)
N (-0.741, -1.040, -2.395)
O (-0.429, 0.361, -2.750)
H (0.641, 0.582, -2.486)

DFT (ωB97M-V/def2-TZVPD) results for C3H4N2O2 in the gas phase.

- ΔE to the lowest compared entry with this formula, charge and spin: 41.42 kcal/mol
- Structure (SMILES): Nc1coc(=O)[nH]1
- HOMO-LUMO gap: 9.38 eV
- 2S+1: 1
- E_HOMO: -8.8 eV

Positions of all 11 atoms, in Å:
N (1.774, -0.296, -0.372)
C (0.407, -0.155, -0.212)
C (-0.243, -1.057, 0.496)
O (-1.504, -0.637, 0.833)
C (-1.656, 0.637, 0.290)
O (-2.655, 1.299, 0.379)
N (-0.463, 0.950, -0.337)
H (2.195, -0.562, -1.241)
H (2.349, 0.090, 0.356)
H (0.358, -1.885, 0.847)
H (-0.455, 1.664, -1.047)

DFT (ωB97M-V/def2-TZVPD) results for C3H4N2O2 in the gas phase.

- ΔE to the lowest compared entry with this formula, charge and spin: 42.20 kcal/mol
- Structure (SMILES): Cn1ncoc1=O
- HOMO-LUMO gap: 10.37 eV
- 2S+1: 1
- E_HOMO: -9.5 eV

Positions of all 11 atoms, in Å:
C (-1.591, -0.328, -0.018)
N (-0.178, -0.019, -0.130)
N (0.729, -0.927, -0.629)
C (1.867, -0.471, -0.267)
O (1.820, 0.673, 0.458)
C (0.440, 1.072, 0.411)
O (0.000, 2.145, 0.739)
H (-2.089, -0.439, -0.986)
H (-1.726, -1.261, 0.549)
H (-2.030, 0.521, 0.501)
H (2.794, -0.922, -0.614)

DFT (ωB97M-V/def2-TZVPD) results for a molecular structure, C3H4N2O2.

- ΔE to the lowest compared entry with this formula, charge and spin: 91.53 kcal/mol
- HOMO-LUMO gap: 9.30 eV
- 2S+1: 1
- E_HOMO: -8.9 eV

Positions of all 11 atoms, in Å:
N (0.493, 1.208, 0.379)
N (-0.746, 1.195, -0.380)
C (0.783, -0.093, 0.108)
C (-1.457, -0.478, -0.066)
C (-0.238, -1.054, 0.242)
O (2.031, -0.374, -0.289)
O (-2.617, -0.644, -0.216)
H (2.123, -1.324, -0.439)
H (1.164, 1.882, 0.027)
H (-1.421, 1.772, 0.120)
H (-0.116, -2.090, 0.514)

DFT (ωB97M-V/def2-TZVPD) results for C3H4N2O2 in the gas phase.

- ΔE to the lowest compared entry with this formula, charge and spin: 78.14 kcal/mol
- HOMO-LUMO gap: 9.02 eV
- 2S+1: 1
- E_HOMO: -9.8 eV

Positions of all 11 atoms, in Å:
N (0.974, -0.498, 0.032)
C (0.172, 0.543, -0.125)
C (2.348, -0.468, -0.047)
C (-2.306, 0.193, 0.065)
N (-1.141, -0.234, 0.265)
O (0.136, 1.681, -0.490)
O (3.044, -1.452, -0.028)
H (-0.400, -1.150, 0.365)
H (2.775, 0.553, -0.100)
H (-2.421, 1.229, -0.256)
H (-3.180, -0.397, 0.320)

DFT (ωB97M-V/def2-TZVPD) results for C3H4N2O2 in the gas phase.

- ΔE to the lowest compared entry with this formula, charge and spin: 177.43 kcal/mol
- Structure (SMILES): O/N=C1\CC=NO1
- HOMO-LUMO gap: 9.30 eV
- 2S+1: 1
- E_HOMO: -8.6 eV

Positions of all 11 atoms, in Å:
O (2.194, 0.419, 0.056)
N (1.469, -0.642, -0.272)
C (0.201, -0.403, 0.056)
C (-0.066, 0.919, 0.218)
C (-1.593, 0.912, -0.077)
N (-1.928, -0.342, -0.166)
O (-0.805, -1.201, 0.209)
H (3.140, 0.069, -0.337)
H (0.017, 1.700, -0.719)
H (0.162, 1.197, 1.252)
H (-2.473, 1.607, -0.434)

DFT (ωB97M-V/def2-TZVPD) results for C3H4N2O2 in the gas phase.

- ΔE to the lowest compared entry with this formula, charge and spin: 49.25 kcal/mol
- Structure (SMILES): Cn1ncoc1=O
- HOMO-LUMO gap: 10.38 eV
- 2S+1: 1
- E_HOMO: -9.5 eV

Positions of all 11 atoms, in Å:
C (-1.584, -0.358, -0.021)
N (-0.237, 0.160, -0.214)
N (0.637, -0.739, -0.802)
C (1.774, -0.476, -0.287)
O (1.780, 0.533, 0.605)
C (0.472, 1.120, 0.469)
O (0.221, 2.247, 0.782)
H (-2.041, -0.509, -1.000)
H (-1.514, -1.331, 0.484)
H (-2.199, 0.311, 0.582)
H (2.691, -0.959, -0.598)

DFT (ωB97M-V/def2-TZVPD) results for C3H4N2O2 in the gas phase.

- ΔE to the lowest compared entry with this formula, charge and spin: 52.83 kcal/mol
- Structure (SMILES): O=C1NN=C[C@@H]1O
- HOMO-LUMO gap: 10.37 eV
- 2S+1: 1
- E_HOMO: -9.9 eV

Positions of all 11 atoms, in Å:
O (-0.378, -2.008, 0.685)
C (-0.287, -0.811, 0.539)
N (-1.010, 0.186, 1.132)
N (-0.813, 1.439, 0.575)
C (0.106, 1.319, -0.319)
C (0.678, -0.064, -0.375)
O (0.759, -0.632, -1.652)
H (-1.826, 0.029, 1.711)
H (0.440, 2.184, -0.897)
H (1.662, -0.053, 0.140)
H (0.670, -1.590, -1.538)

DFT (ωB97M-V/def2-TZVPD) results for C3H4N2O2 in the gas phase.

- ΔE to the lowest compared entry with this formula, charge and spin: 112.12 kcal/mol
- Structure (SMILES): O=C1CN=CN1O
- HOMO-LUMO gap: 10.37 eV
- 2S+1: 1
- E_HOMO: -9.9 eV

Positions of all 11 atoms, in Å:
O (-1.220, 1.534, 0.094)
C (-0.312, 0.766, -0.109)
C (1.195, 1.008, 0.006)
N (1.864, -0.343, 0.087)
C (0.940, -1.245, 0.073)
N (-0.380, -0.588, -0.326)
O (-1.664, -1.194, 0.171)
H (1.751, 1.623, -0.840)
H (1.236, 1.569, 0.982)
H (0.948, -2.289, -0.038)
H (-2.196, -0.276, -0.370)

DFT (ωB97M-V/def2-TZVPD) results for C3H4N2O2 in the gas phase.

- ΔE to the lowest compared entry with this formula, charge and spin: 70.51 kcal/mol
- Structure (SMILES): Nc1ncc(O)o1
- HOMO-LUMO gap: 8.77 eV
- 2S+1: 1
- E_HOMO: -8.1 eV

Positions of all 11 atoms, in Å:
N (-1.929, -0.978, 0.727)
C (-0.759, -0.654, 0.003)
N (0.163, -1.405, -0.403)
C (1.298, -0.549, -0.383)
C (0.811, 0.704, -0.121)
O (1.056, 2.001, -0.199)
O (-0.491, 0.605, 0.174)
H (-2.529, -0.245, 1.232)
H (-1.860, -1.895, 1.132)
H (2.326, -0.977, -0.713)
H (1.805, 1.940, -0.705)

DFT (ωB97M-V/def2-TZVPD) results for C3H4N2O2 in the gas phase.

- ΔE to the lowest compared entry with this formula, charge and spin: 150.06 kcal/mol
- Structure (SMILES): N#CCONC=O
- HOMO-LUMO gap: 10.85 eV
- 2S+1: 1
- E_HOMO: -10.6 eV

Positions of all 11 atoms, in Å:
N (-3.047, -1.196, -0.173)
C (-2.323, -0.110, -0.058)
C (-1.198, 0.640, 0.263)
O (-0.220, -0.161, -0.483)
N (1.088, 0.439, -0.221)
C (1.965, -0.600, 0.103)
O (3.220, -0.612, -0.033)
H (-1.460, 1.767, -0.121)
H (-1.013, 0.367, 1.367)
H (1.574, 1.054, -1.006)
H (1.414, -1.589, 0.364)

DFT (ωB97M-V/def2-TZVPD) results for C3H4N2O2 in the gas phase.

- ΔE to the lowest compared entry with this formula, charge and spin: 46.05 kcal/mol
- Structure (SMILES): Cn1ncoc1=O
- HOMO-LUMO gap: 10.37 eV
- 2S+1: 1
- E_HOMO: -9.5 eV

Positions of all 11 atoms, in Å:
C (-1.556, -0.279, 0.007)
N (-0.159, -0.104, 0.300)
N (0.665, -1.141, -0.057)
C (1.771, -0.555, -0.294)
O (1.811, 0.760, 0.022)
C (0.510, 1.084, 0.406)
O (0.134, 2.167, 0.761)
H (-1.678, -0.798, -0.954)
H (-1.989, -0.876, 0.804)
H (-2.008, 0.710, -0.054)
H (2.512, -0.958, -0.955)